The following is a quantum chemistry calculation of an isolated molecule of C17H19ClN2O3S2, from the Open Molecules 2025 dataset.

```
44
Properties=species:S:1:pos:R:3:nbo_charge:R:1
C 2.48148 3.96620 4.64580 -0.715
C 2.65471 3.49889 3.21704 0.690
O 3.69075 3.59133 2.60578 -0.589
N 1.49954 2.96022 2.70855 -0.606
C 1.25723 2.44008 1.44013 0.184
C 2.23222 2.40379 0.44133 -0.257
C 1.92528 1.87729 -0.79899 -0.144
C 0.65781 1.38590 -1.04434 -0.387
C -0.31917 1.42187 -0.06904 -0.120
C -0.02128 1.94429 1.17348 -0.257
H -0.78348 1.97230 1.93888 0.214
H -1.30236 1.04423 -0.29442 0.238
S 0.28380 0.72158 -2.65359 2.308
O 0.33255 1.76989 -3.62825 -0.930
O -0.90722 -0.08331 -2.57024 -0.962
N 1.62171 -0.26100 -2.94165 -0.870
H 1.96534 -0.08404 -3.87365 0.412
C 1.43166 -1.66833 -2.65334 -0.242
C 1.27621 -1.86146 -1.15171 -0.549
H 0.44235 -1.27606 -0.76763 0.230
H 2.18889 -1.57732 -0.62964 0.235
S 0.95973 -3.60425 -0.75315 0.193
C -0.85072 -3.67317 -1.06201 -0.560
C -1.60665 -3.05187 0.06402 0.075
C -2.19558 -1.80227 -0.09026 -0.290
C -2.88103 -1.24236 0.97602 -0.021
C -2.98390 -1.89561 2.19223 -0.245
C -2.38373 -3.13507 2.34022 -0.189
C -1.69968 -3.70978 1.28640 -0.236
H -1.22644 -4.67310 1.40323 0.216
H -2.45666 -3.65325 3.28430 0.218
H -3.52669 -1.44222 3.00652 0.226
Cl -3.63854 0.30403 0.78404 -0.004
H -2.12346 -1.27693 -1.03229 0.254
H -1.04551 -3.16980 -2.00666 0.230
H -1.07193 -4.73576 -1.15298 0.238
H 0.53759 -2.05024 -3.16441 0.196
H 2.30331 -2.22312 -3.00795 0.216
H 2.66225 1.84185 -1.58436 0.235
H 3.21631 2.79027 0.64670 0.264
H 0.70104 2.93857 3.32864 0.398
H 3.41835 4.38714 4.99828 0.246
H 2.20298 3.13025 5.28414 0.229
H 1.70482 4.72607 4.70208 0.229
```

Values from the calculation:
relative energy (zero: lowest compared OMol25 entry of this formula, charge and spin): 0.7 kcal per mole
SMILES: CC(=O)Nc1ccc(S(=O)(=O)NCCSCc2cccc(Cl)c2)cc1
HOMO-LUMO gap: 9.130 eV
max |F|: 0.970 eV/Å


The following is a quantum chemistry calculation of an isolated molecule of C17H19ClN2O3S2, from the Open Molecules 2025 dataset.

```
44
Properties=species:S:1:pos:R:3:nbo_charge:R:1
C -1.76472 -4.45331 2.02528 -0.716
C -1.43542 -2.97552 2.05808 0.692
O -2.15666 -2.14526 2.55552 -0.595
N -0.23456 -2.70287 1.45832 -0.610
C 0.44237 -1.48965 1.34918 0.166
C 1.69627 -1.50601 0.73333 -0.238
C 2.45082 -0.35331 0.65878 -0.165
C 1.95094 0.82024 1.18987 -0.361
C 0.69969 0.85867 1.77310 -0.182
C -0.06433 -0.29183 1.85141 -0.208
H -1.03490 -0.27770 2.31740 0.256
H 0.34669 1.79239 2.18279 0.245
S 3.00540 2.27084 1.19118 2.316
O 4.29755 1.84769 1.63937 -0.930
O 2.33922 3.34338 1.86699 -0.944
N 3.19301 2.73863 -0.39712 -0.853
H 3.57044 2.00591 -0.97748 0.399
C 2.13638 3.50483 -1.00232 -0.244
C 0.87532 2.71060 -1.32471 -0.539
H 0.16521 3.35095 -1.84612 0.231
H 0.41946 2.31420 -0.41697 0.220
S 1.25274 1.30369 -2.42923 0.155
C -0.42188 1.00098 -3.11798 -0.527
C -1.32597 0.36400 -2.11699 -0.082
C -2.28532 1.07708 -1.40288 -0.025
C -3.09824 0.45516 -0.46858 -0.226
C -2.97949 -0.90387 -0.24800 -0.212
C -2.03945 -1.63305 -0.95653 -0.162
C -1.21528 -1.00034 -1.86595 -0.200
H -0.47032 -1.56254 -2.40989 0.213
H -1.95654 -2.69866 -0.80779 0.199
H -3.61368 -1.38487 0.47910 0.232
H -3.82742 1.03647 0.07353 0.230
Cl -2.52999 2.77175 -1.68298 -0.004
H -0.80645 1.95430 -3.47621 0.238
H -0.24750 0.33480 -3.96189 0.238
H 2.52852 3.96598 -1.91324 0.211
H 1.88599 4.28613 -0.28081 0.238
H 3.43576 -0.35852 0.21997 0.232
H 2.08501 -2.43134 0.33249 0.209
H 0.26929 -3.49379 1.07989 0.397
H -1.03509 -5.00836 2.61162 0.233
H -2.75118 -4.60852 2.45199 0.246
H -1.75169 -4.82933 1.00449 0.223
```

Values from the calculation:
relative energy (zero: lowest compared OMol25 entry of this formula, charge and spin): 1.4 kcal per mole
SMILES: CC(=O)Nc1ccc(S(=O)(=O)NCCSCc2ccccc2Cl)cc1
HOMO-LUMO gap: 9.135 eV
max |F|: 0.981 eV/Å


The following is a quantum chemistry calculation of a structure of composition C17H19ClO2S4TeY, from the Open Molecules 2025 dataset.

```
45
Properties=species:S:1:pos:R:3:nbo_charge:R:1
Y -0.09541 -1.27916 -1.32989 1.411
C -3.01654 0.11210 1.42053 -0.615
C -1.65849 0.75565 1.65270 -0.254
C -1.65833 1.51526 2.98173 -0.590
C -0.49959 -0.21317 1.62299 -0.073
C -0.66036 -1.58663 1.77097 -0.237
C 0.44367 -2.43767 1.85383 -0.206
C 1.73607 -1.94104 1.80385 0.019
C 2.93002 -2.84378 1.84190 -0.647
C 1.90060 -0.56057 1.64343 -0.211
C 0.81291 0.28243 1.53641 -0.182
H -3.76335 0.88149 1.21994 0.219
H -3.34302 -0.44032 2.30447 0.195
H -3.02439 -0.56228 0.56312 0.241
H -1.48069 1.49163 0.86497 0.226
H -1.82149 0.82966 3.81623 0.200
H -2.45760 2.25782 2.99310 0.207
H -0.71363 2.03160 3.15327 0.204
H -1.65855 -2.00317 1.80840 0.241
H 0.27782 -3.50534 1.92216 0.231
H 3.57537 -2.64309 0.98598 0.263
H 2.62599 -3.88944 1.81199 0.214
H 3.51408 -2.68757 2.75133 0.210
H 2.90474 -0.16407 1.55094 0.223
H 0.96553 1.34656 1.39151 0.214
S -1.84626 -5.29723 -3.16328 -0.120
C -1.19211 -3.93747 -2.53061 -0.475
S -0.10103 -2.89756 -3.43016 -0.283
S -1.56362 -3.42652 -0.86664 -0.368
Cl 1.44244 1.03778 -2.29082 0.011
C 3.08918 0.28199 -2.27298 -0.457
C 3.17225 -0.94566 -1.34836 0.787
O 4.27153 -1.21388 -0.89106 -0.655
O 2.08862 -1.58584 -1.15775 -0.849
H 3.77787 1.06051 -1.96000 0.231
H 3.28876 -0.00454 -3.30345 0.237
Te -2.25173 0.35052 -2.54836 -0.161
C -1.74513 2.37849 -2.23416 -0.466
C -1.00081 3.18044 -3.05638 -0.321
C -0.88536 4.51484 -2.59657 -0.259
C -1.55431 4.72421 -1.42824 -0.460
S -2.31266 3.28824 -0.89729 0.436
H -0.55251 2.81334 -3.96725 0.227
H -0.33453 5.28545 -3.11493 0.213
H -1.62594 5.64598 -0.87758 0.226
```

Values from the calculation:
relative energy (zero: lowest compared OMol25 entry of this formula, charge and spin): 11.3 kcal per mole
net charge: -1
HOMO-LUMO gap: 6.869 eV
max |F|: 0.971 eV/Å


The following is a quantum chemistry calculation of a structure of composition C17H19CoN5O5S, from the Open Molecules 2025 dataset.

```
48
Properties=species:S:1:pos:R:3:nbo_charge:R:1
Co 2.59343 1.15841 -0.35699 1.221
C -4.04560 1.30805 -1.14642 -0.258
O -4.12572 -0.09658 -1.30839 -0.488
C -3.56324 -0.86848 -0.34389 0.307
C -2.94874 -0.36538 0.79931 -0.315
C -2.35267 -1.23293 1.70244 -0.146
C -2.36938 -2.60203 1.47732 -0.004
C -3.05927 -3.10139 0.37664 -0.193
C -3.63338 -2.24621 -0.54120 -0.245
N -1.78475 -3.58162 2.35288 -0.115
N -0.64162 -3.46385 2.81175 -0.108
C 0.18503 -2.34200 2.44792 -0.003
C 0.66399 -1.53431 3.44488 -0.175
C 1.40393 -0.36590 3.18447 -0.306
C 1.71244 -0.01542 1.88271 0.339
O 2.37189 1.05510 1.51390 -0.749
C 1.27702 -0.90772 0.85149 0.066
N 1.64209 -0.52633 -0.40557 -0.464
C 1.33192 -1.28095 -1.43178 0.074
C 0.63210 -2.49038 -1.26890 -0.251
C 0.24157 -2.88385 -0.01968 -0.136
C 0.54301 -2.07464 1.10121 -0.014
H -4.52657 1.73963 -2.01953 0.200
H -3.00484 1.64036 -1.09841 0.186
H -4.57359 1.63363 -0.24624 0.176
H -2.90735 0.69704 0.98750 0.223
H -1.86114 -0.82593 2.57537 0.220
H -3.11818 -4.17481 0.24413 0.228
H -4.14603 -2.62141 -1.41681 0.227
H 0.41797 -1.79071 4.46863 0.228
H 1.74329 0.26253 3.99677 0.228
H 1.65362 -0.93133 -2.40491 0.221
H 0.41462 -3.09585 -2.13709 0.229
H -0.28789 -3.81730 0.11774 0.231
C 3.80891 3.74347 -2.93775 -0.893
S 4.21565 2.30966 -1.98689 2.383
O 3.14484 1.29835 -2.27950 -1.016
O 5.53953 1.91742 -2.34793 -0.927
O 3.99454 2.64422 -0.55262 -1.002
H 3.64257 3.42195 -3.96330 0.251
H 4.65313 4.42630 -2.88914 0.255
H 2.91544 4.20829 -2.52847 0.229
N -0.21896 2.24613 0.18397 -0.663
N 0.95149 2.57416 -0.57420 -0.692
H -0.67836 3.09286 0.50048 0.339
H 0.10367 1.75345 1.01005 0.369
H 1.36119 3.45511 -0.27673 0.365
H 0.68836 2.65119 -1.54922 0.370
```

Values from the calculation:
relative energy (zero: lowest compared OMol25 entry of this formula, charge and spin): 0.0 kcal per mole
HOMO-LUMO gap (alpha / beta): 7.327 / 7.279 eV
spin multiplicity: 2
max |F|: 0.214 eV/Å


The following is a quantum chemistry calculation of a cluster of 2 separate species, C17H19F3N in total in a non-equilibrium geometry, from the Open Molecules 2025 dataset.

```
40
Properties=species:S:1:pos:R:3:nbo_charge:R:1
F 0.78261 -4.50359 -0.69044 -0.311
C -0.24794 -4.50751 0.20928 0.964
F -1.37893 -4.82919 -0.48414 -0.310
F -0.01147 -5.53941 1.08194 -0.308
C -0.36503 -3.19176 0.92135 -0.040
C -1.62462 -2.63305 1.12051 -0.193
C -1.71589 -1.38627 1.70369 -0.113
C -0.54979 -0.65999 2.10753 -0.092
C -0.72543 0.69334 2.49232 0.135
C 0.25213 1.58387 3.02287 -0.207
C -0.19598 2.63753 3.87629 -0.105
C 0.67119 3.62851 4.31025 -0.215
C 2.02819 3.58548 3.94369 -0.119
C 2.49673 2.55059 3.12075 -0.153
C 1.62780 1.56858 2.65202 -0.148
C 0.69297 -1.36002 2.05206 -0.138
C 0.79085 -2.57481 1.39707 -0.182
H -2.52108 -3.16742 0.81242 0.263
H -2.69734 -0.92481 1.84216 0.235
H -1.76724 0.99906 2.61911 0.229
H -1.25241 2.65615 4.15357 0.228
H 0.29719 4.43843 4.94038 0.247
H 2.71192 4.35936 4.29425 0.244
H 3.55154 2.51130 2.83979 0.235
H 1.99829 0.82530 1.94572 0.222
H 1.58544 -0.93711 2.50650 0.234
H 1.75644 -3.05675 1.26238 0.258
C -0.92190 0.76526 -1.98992 -0.612
C -1.55914 1.44153 -0.78467 -0.051
C -2.57245 2.49400 -1.21168 -0.610
N -0.56604 2.01125 0.07282 -0.782
H -1.68985 0.27252 -2.59658 0.227
H -0.41229 1.51167 -2.61138 0.223
H -0.19331 0.00645 -1.68420 0.201
H -2.08917 0.66602 -0.19980 0.146
H -3.38043 2.03175 -1.78835 0.225
H -3.01326 2.99554 -0.34535 0.204
H -2.08523 3.25011 -1.83871 0.223
H -0.90859 2.54906 0.85715 0.375
H 0.24114 1.43247 0.26493 0.371
```

Values from the calculation:
relative energy (zero: lowest compared OMol25 entry of this formula, charge and spin): 22.5 kcal per mole
net charge: +1
HOMO-LUMO gap: 6.126 eV
max |F|: 2.116 eV/Å